A 2-piece molecular cluster, C5H12NO overall in a non-equilibrium geometry, computed with wB97M-V/def2-TZVPD.

Geometry as ORCA input:
```
! RIJCOSX wB97M-V def2-TZVPD def2/J DEFGRID3
* xyz 2 2
C 0.49716 1.61842 -0.29564
C -0.92471 1.03044 -0.55604
C -0.98657 -0.35559 -1.05364
C -1.35390 -0.65220 -2.32018
C -0.47538 -1.22021 1.07212
N -0.51466 -1.33705 -0.23045
H 0.89677 2.00612 -1.25817
H 0.58517 2.56872 0.30252
H 1.14089 0.91177 0.23081
H -1.40491 1.00963 0.43302
H -1.45088 1.67111 -1.18515
H -1.16326 0.09135 -3.10254
H -1.58883 -1.66312 -2.64382
H -0.61950 -2.14538 1.69169
H -0.03983 -0.32192 1.51092
H -0.47161 -2.27050 -0.52726
H 2.98284 0.36659 2.83274
H 2.55300 -1.08494 2.72944
O 2.33822 -0.22324 2.36964
*
```

Properties
LUMO (alpha / beta)	-11.83 / -13.61	eV
⟨S²⟩	0.7560
gap between HOMO and LUMO (alpha / beta)	0.243 / 0.178	Ha
HOMO (alpha / beta)	-18.45 / -18.44	eV